No. 1
Molecular formula: C34H51BiClFN9O4S
Method: DFT, ωB97M-V/def2-TZVPD

Atoms and positions in Å:
Bi  1.415  0.705  0.942
C  -2.481  3.281  -5.914
C  -3.152  3.483  -4.564
N  -2.565  2.645  -3.515
C  -1.449  3.084  -2.889
C  -0.810  2.436  -1.881
C  0.529  2.988  -1.445
O  0.838  4.112  -1.797
O  1.295  2.153  -0.836
C  -1.402  1.249  -1.340
O  -1.057  0.696  -0.287
C  -2.519  0.693  -2.123
C  -3.016  -0.566  -1.785
C  -4.004  -1.126  -2.541
F  -4.523  -2.321  -2.182
C  -4.506  -0.493  -3.682
C  -4.041  0.767  -4.001
C  -3.061  1.388  -3.213
N  -5.463  -1.116  -4.541
C  -6.843  -0.720  -4.332
C  -7.661  -1.056  -5.565
N  -7.525  -2.530  -5.842
C  -6.078  -2.912  -6.032
C  -5.337  -2.547  -4.761
H  -2.953  3.912  -6.667
H  -2.548  2.242  -6.238
H  -1.426  3.549  -5.861
H  -4.218  3.268  -4.614
H  -3.057  4.517  -4.236
H  -1.040  4.028  -3.230
H  -2.613  -1.088  -0.929
H  -4.410  1.233  -4.903
H  -6.896  0.355  -4.166
H  -7.285  -1.212  -3.449
H  -7.273  -0.539  -6.441
H  -8.718  -0.831  -5.437
H  -8.086  -2.803  -6.649
H  -7.886  -3.046  -5.033
H  -5.711  -2.343  -6.884
H  -6.037  -3.978  -6.246
H  -4.287  -2.810  -4.878
H  -5.731  -3.146  -3.928
N  -0.911  0.496  2.433
C  -1.614  -0.796  2.282
C  -1.287  -1.797  3.390
C  -0.203  -2.829  3.077
C  1.236  -2.337  3.207
N  1.817  -1.867  1.940
H  -0.974  0.824  3.391
H  -1.366  1.187  1.848
H  -1.343  -1.211  1.310
H  -2.696  -0.631  2.261
H  -2.206  -2.338  3.623
H  -1.017  -1.254  4.303
H  -0.371  -3.244  2.078
H  -0.331  -3.664  3.769
H  1.850  -3.137  3.635
H  1.277  -1.500  3.906
H  1.769  -2.591  1.230
H  2.794  -1.646  2.105
Cl  1.824  3.012  2.106
N  3.605  1.019  -0.285
C  4.947  1.025  0.170
C  5.580  2.224  0.470
C  6.903  2.218  0.886
C  7.603  1.024  0.993
C  6.963  -0.173  0.696
C  5.635  -0.176  0.300
H  3.295  1.910  -0.672
H  3.424  0.285  -0.966
H  5.032  3.154  0.379
H  7.392  3.155  1.114
H  8.641  1.026  1.297
H  7.501  -1.109  0.775
H  5.136  -1.108  0.060
N  1.551  -0.916  -1.002
C  0.688  -1.661  -1.278
N  -0.226  -2.453  -1.668
C  -0.836  -3.341  -0.920
N  -1.441  -4.131  -0.327
C  6.221  -1.620  5.648
C  5.005  -0.847  5.144
C  5.439  0.312  4.264
S  4.143  1.297  3.508
O  3.244  0.263  2.834
C  3.271  1.890  4.986
C  2.251  0.914  5.575
C  0.838  1.482  5.513
H  5.916  -2.454  6.281
H  6.877  -0.978  6.238
H  6.805  -2.024  4.819
H  4.426  -0.487  5.997
H  4.353  -1.509  4.570
H  6.010  -0.042  3.404
H  6.069  1.027  4.802
H  2.783  2.799  4.633
H  4.058  2.176  5.686
H  2.514  0.675  6.607
H  2.286  -0.019  5.013
H  0.774  2.442  6.028
H  0.119  0.803  5.976
H  0.553  1.650  4.474

HOMO-LUMO gap	6.69	eV
calculated total energy	-89597.808	eV
charge	+1
ΔE to the lowest compared entry with this formula, charge and spin	1.909	eV
largest force on an atom	0.7	eV/A
LUMO	-3.08	eV

Löwdin atomic charge list, values in e, 2 entries: 1.7275 -0.0597

---

No. 2
Molecular formula: C34H51N6OPTm
Method: DFT, ωB97M-V/def2-TZVPD

Atoms and positions in Å:
Tm  -0.061  -0.499  -0.336
N  0.001  -3.091  2.916
N  -0.685  -2.511  -2.059
C  0.635  2.058  -0.739
C  1.735  1.184  -0.462
C  1.643  0.802  0.919
C  2.569  -0.059  1.683
H  3.430  -0.363  1.076
H  2.042  -0.966  2.062
H  2.965  0.434  2.582
C  0.470  1.414  1.463
C  0.045  1.302  2.877
H  0.560  2.009  3.549
H  0.246  0.287  3.252
H  -1.035  1.470  2.972
C  -0.119  2.221  0.457
C  -1.250  3.160  0.666
H  -2.013  2.710  1.314
H  -1.731  3.429  -0.282
H  -0.931  4.101  1.146
C  2.807  0.771  -1.402
H  3.743  1.333  -1.242
H  2.504  0.937  -2.445
H  3.043  -0.297  -1.274
C  0.423  2.804  -2.005
H  -0.637  3.055  -2.143
H  0.727  2.197  -2.868
H  0.996  3.748  -2.051
C  -0.385  -4.354  3.453
H  0.352  -4.758  4.112
C  -1.446  -5.020  2.832
H  -1.798  -5.931  3.315
C  -1.922  -4.652  1.559
H  -2.736  -5.170  1.025
C  -1.329  -3.556  0.879
H  -1.310  -3.328  -0.204
C  -0.873  -2.568  1.750
C  1.288  -2.575  2.554
H  1.318  -2.884  1.475
C  -0.894  -1.289  -2.553
C  0.109  -3.184  -2.981
H  0.669  -4.040  -2.651
C  0.143  -2.491  -4.157
H  0.482  -2.828  -5.122
N  -0.527  -1.286  -3.881
C  -0.665  -0.110  -4.607
C  0.417  0.318  -5.382
C  0.261  1.543  -6.035
H  1.049  1.875  -6.710
C  -0.874  2.327  -5.820
C  -1.107  3.550  -6.627
H  -1.651  4.293  -6.046
H  -1.705  3.316  -7.512
H  -0.160  3.966  -6.959
C  -1.818  1.956  -4.859
H  -2.654  2.611  -4.601
C  -1.710  0.743  -4.190
C  -2.605  0.442  -3.041
H  -2.334  -0.564  -2.535
H  -3.663  0.426  -3.344
H  -2.517  1.215  -2.259
C  1.719  -0.420  -5.354
H  1.646  -1.442  -5.751
H  2.164  -0.475  -4.340
H  2.442  0.117  -5.981
C  3.063  -3.167  3.861
N  2.189  -2.826  4.949
C  2.194  -3.762  6.049
P  1.470  -1.317  4.989
O  -0.815  -1.297  1.574
N  0.142  -1.444  6.037
C  -0.517  -0.204  6.451
C  -0.834  -2.516  5.906
N  2.591  -0.341  5.746
C  2.649  1.098  5.539
C  3.293  -0.816  6.927
H  3.497  -4.157  3.985
H  3.787  -2.378  3.619
H  2.220  -3.262  2.973
H  3.243  -4.021  6.254
H  1.733  -3.327  6.940
H  1.670  -4.692  5.773
H  -1.066  0.270  5.620
H  -1.244  -0.469  7.226
H  0.202  0.506  6.867
H  -1.396  -2.461  4.966
H  -0.380  -3.505  6.003
H  -1.558  -2.388  6.720
H  1.919  1.634  6.167
H  3.654  1.437  5.822
H  2.474  1.360  4.488
H  2.601  -1.078  7.742
H  3.930  -1.678  6.698
H  3.930  0.008  7.266

HOMO-LUMO gap (spin up / spin down)	5.19 / 4.89	eV
calculated total energy	-85883.150	eV
charge	-1
largest force on an atom	4.6	eV/A
LUMO (spin up / spin down)	2.66 / 2.68	eV
multiplicity	3

Löwdin atomic charge list, values in e, 2 entries: 1.2157 -0.0445

---

No. 3
Molecular formula: C34H52HoN2OP
Method: DFT, ωB97M-V/def2-TZVPD

Atoms and positions in Å:
C  -2.276  -0.134  0.029
C  -2.336  0.652  -1.167
C  -2.262  -0.253  -2.260
H  -2.587  1.713  -1.229
C  -2.159  -1.573  -1.756
C  -2.141  -1.514  -0.333
H  -2.209  -2.482  -2.356
C  1.137  2.238  0.299
C  -0.069  2.615  -0.350
C  0.136  2.498  -1.753
H  -0.956  3.015  0.139
C  1.481  2.074  -1.969
C  2.071  1.834  -0.695
H  -2.402  0.013  -3.306
H  -2.144  -2.361  0.356
H  -2.431  0.246  1.028
H  3.095  1.494  -0.537
H  -0.593  2.750  -2.531
H  1.365  2.367  1.344
Ho  0.086  0.088  -0.547
C  2.253  2.040  -3.278
C  3.600  2.774  -3.138
C  1.453  2.701  -4.406
H  3.463  3.797  -2.765
H  4.104  2.838  -4.113
H  4.287  2.254  -2.459
H  1.259  3.755  -4.161
H  0.496  2.198  -4.579
H  2.023  2.675  -5.345
C  2.577  0.561  -3.636
C  1.378  -0.342  -3.653
H  3.276  0.160  -2.888
H  3.082  0.536  -4.616
O  0.840  -0.754  -2.572
N  0.957  -0.740  -4.845
C  0.018  -1.834  -5.155
H  1.397  -0.308  -5.657
C  -1.328  -1.306  -5.560
C  -2.461  -2.061  -5.238
H  -2.318  -3.041  -4.773
C  -3.733  -1.551  -5.492
H  -4.609  -2.126  -5.183
C  -3.875  -0.319  -6.147
H  -4.874  0.077  -6.353
C  -2.737  0.378  -6.574
H  -2.839  1.305  -7.139
C  -1.456  -0.117  -6.287
H  -0.565  0.411  -6.640
H  -0.033  -2.504  -4.293
H  0.431  -2.402  -6.003
C  2.606  0.962  3.276
C  1.248  0.845  3.990
C  1.540  0.585  5.478
C  0.505  2.182  3.885
P  0.192  -0.476  3.140
N  0.179  -0.275  1.564
C  0.945  -2.163  3.498
C  0.691  -2.645  4.933
C  0.377  -3.188  2.496
C  2.466  -2.146  3.294
C  -1.542  -0.401  3.905
C  -1.531  -0.335  5.444
C  -2.355  0.832  3.440
C  -2.280  -1.678  3.507
H  3.044  1.937  3.537
H  2.514  0.895  2.188
H  3.319  0.198  3.597
H  2.102  1.446  5.868
H  0.652  0.504  6.103
H  2.155  -0.300  5.649
H  0.128  2.363  2.874
H  -0.326  2.259  4.595
H  1.208  2.993  4.122
H  -0.358  -2.868  5.135
H  1.256  -3.577  5.096
H  1.046  -1.933  5.683
H  0.493  -2.814  1.470
H  -0.681  -3.410  2.659
H  0.942  -4.128  2.610
H  2.743  -1.674  2.346
H  2.999  -1.651  4.112
H  2.819  -3.189  3.266
H  -1.249  0.658  5.808
H  -2.566  -0.515  5.769
H  -0.907  -1.087  5.930
H  -3.016  1.140  4.266
H  -3.011  0.591  2.600
H  -1.743  1.691  3.155
H  -2.286  -1.825  2.423
H  -1.872  -2.572  3.987
H  -3.320  -1.570  3.841

HOMO-LUMO gap (spin up / spin down)	6.79 / 6.87	eV
calculated total energy	-76217.966	eV
largest force on an atom	2.7	eV/A
LUMO (spin up / spin down)	0.31 / 0.31	eV
multiplicity	5

Löwdin atomic charge list, values in e, 2 entries: -0.2890 -0.2360

---

- Which value of largest force on an atom does entry 1 give?
  0.7 eV/A

---

- Which of these has the highest calculated total energy?
  C34H52HoN2OP

---

- The lowest largest force on an atom belongs to which entry?
  C34H51BiClFN9O4S